Entry 1:
Computed, not measured: a molecular structure, C25H32FIrN4O2P in a non-equilibrium geometry, with ωB97M-V/def2-TZVPD.

CARTESIAN COORDINATES (ANGSTROEM)
C1 0.030 2.133 -2.034
H1 -4.504 0.287 -3.447
H2 2.797 0.882 -1.189
C2 -3.602 -0.291 -3.298
H3 3.076 -1.886 -5.283
C3 2.862 0.258 -2.073
C4 4.169 -0.874 -3.739
H4 -1.714 -1.027 5.108
H5 -0.199 4.751 0.091
C5 -0.633 -1.108 5.210
N1 -1.975 0.573 2.649
O1 -0.432 2.660 1.506
H6 -0.431 -1.396 6.241
C6 -3.614 -1.666 -3.500
N2 -0.042 0.201 4.860
F1 1.195 2.031 3.838
H7 2.129 0.347 1.516
Ir1 0.120 0.659 2.950
H8 2.739 0.275 3.039
O2 0.375 0.897 0.496
H9 -2.531 0.580 3.501
H10 5.135 -1.141 -4.145
C7 -2.436 0.343 -2.906
C8 2.053 -1.565 2.273
N3 2.011 -0.093 2.427
H11 -1.818 -2.739 1.889
H12 0.115 2.271 -4.184
H13 0.923 0.281 5.180
H14 -0.550 0.969 5.298
C9 -0.054 2.834 -0.836
H15 0.373 -1.686 0.927
C10 -1.284 -1.794 -2.928
C11 -2.251 -0.627 1.807
C12 3.012 -1.297 -4.379
C13 -0.046 4.199 -3.257
H16 5.001 0.237 -2.099
H17 0.873 -1.272 -4.383
C14 1.692 -0.166 -2.717
H18 -2.469 -3.484 -3.486
H19 -0.425 -3.107 4.395
C15 1.769 -0.956 -3.869
H20 -0.391 -2.385 -2.770
H21 2.428 -1.999 3.194
H22 -1.737 -0.471 0.858
C16 -0.139 4.219 -0.849
C17 0.666 -2.078 1.901
C18 0.036 2.814 -3.250
C19 -0.044 -2.093 4.247
H23 -3.317 -0.731 1.601
C20 4.095 -0.095 -2.588
H24 -0.185 5.978 -2.069
C21 -0.131 4.898 -2.059
C22 -1.257 -0.400 -2.745
P1 0.154 0.354 -2.009
H25 -0.043 4.731 -4.198
H26 -2.431 1.414 -2.749
H27 -2.225 1.417 2.134
H28 1.029 -2.130 4.409
H29 -4.533 -2.158 -3.789
H30 -2.309 -2.024 3.408
H31 0.672 -3.172 1.841
C23 -0.040 2.118 0.472
N4 -0.313 -1.584 2.891
C24 -2.454 -2.415 -3.323
H32 2.748 -1.858 1.486
C25 -1.722 -1.843 2.507

The total energy is -1886.37986 Ha. As for the spin multiplicity: 2. As for the charge: +2. Its expectation value of S² is 0.764. The HOMO-LUMO gap (spin up / spin down) is 0.3017 / 0.2365 Ha. The value obtained for the energy above the lowest of the compared OMol25 structures with the same formula, charge and spin is 271.70 kJ/mol. For the HOMO energy (spin up / spin down), the calculation gives -0.4842 / -0.5016 hartree.

Mulliken atomic charge list, values in e, 6 entries: 0.1490 0.4560 0.4238 -0.8303 0.4455 -0.5615

***

Entry 2:
Computed, not measured: a molecular structure, C25H32Ge2OS4SeV in a non-equilibrium geometry, with ωB97M-V/def2-TZVPD.

CARTESIAN COORDINATES (ANGSTROEM)
V1 -0.640 -0.584 0.679
C1 5.310 -1.030 2.163
H1 0.963 2.602 -7.744
H2 6.933 1.886 0.252
H3 7.304 -1.703 2.545
C2 -0.018 0.108 -4.522
H4 -0.454 1.574 -7.570
H5 -1.071 0.028 -4.787
C3 6.476 1.064 0.789
H6 1.547 -0.633 4.826
H7 4.067 1.590 3.970
H8 4.470 1.729 0.422
H9 0.382 1.986 1.864
H10 3.263 1.180 -5.133
H11 2.674 1.901 -3.633
H12 1.877 -0.806 -1.240
C4 2.169 -1.659 3.061
C5 3.161 2.152 3.773
C6 2.250 -2.896 2.432
C7 1.085 2.380 2.596
C8 1.170 -2.743 4.963
C9 1.684 -0.818 -2.317
C10 1.248 -3.967 4.320
H13 2.644 -2.941 1.420
H14 0.856 -4.857 4.799
H15 1.145 0.854 -7.677
C11 1.037 -0.294 0.756
H16 0.479 -0.805 -4.836
H17 1.603 5.017 4.647
C12 0.850 3.578 3.248
C13 6.689 -0.948 2.074
C14 4.501 -0.070 1.571
C15 -0.326 3.260 -4.529
S1 -2.154 -1.925 2.384
C16 -2.519 0.599 -0.412
C17 7.275 0.105 1.392
H18 2.483 -0.330 -2.874
C18 1.780 4.074 4.147
H19 8.353 0.182 1.340
H20 -0.057 4.138 3.051
H21 1.528 -1.839 -2.666
C19 2.943 3.366 4.400
C20 2.234 1.649 2.871
C21 5.099 0.975 0.879
S2 -1.229 -0.197 2.886
Ge1 0.746 1.771 -5.281
H22 1.859 -4.996 2.538
C22 1.802 -4.045 3.054
H23 -0.460 3.052 -3.470
H24 -2.630 -0.006 -1.333
S3 -0.909 -2.465 -0.652
H25 3.682 3.754 5.088
H26 -1.308 3.317 -4.991
C23 2.638 1.965 -4.717
H27 3.051 2.925 -5.014
H28 -3.067 0.089 0.403
H29 -3.022 1.564 -0.592
H30 0.734 -2.681 5.954
H31 4.846 -1.840 2.709
Se1 0.027 0.175 -2.515
C24 1.629 -1.596 4.336
H32 0.162 4.226 -4.635
Ge2 2.527 -0.069 1.924
O1 -1.192 0.793 -0.143
S4 -0.741 -2.989 1.279
C25 0.586 1.696 -7.281

The total energy is -10139.09388 Ha. As for the charge: -1. The HOMO-LUMO gap (spin up / spin down) is 0.2506 / 0.2506 Ha. The value obtained for the energy above the lowest of the compared OMol25 structures with the same formula, charge and spin is 140.07 kJ/mol. For the HOMO energy (spin up / spin down), the calculation gives -0.1588 / -0.1588 hartree.

Mulliken atomic charge list, values in e, 6 entries: 0.2144 -0.2796 0.3564 0.3728 0.3889 -1.0097

***

Entry 3:
Computed, not measured: 2 unconnected molecules or ions with the total composition C25H32N3O2 in a non-equilibrium geometry, with ωB97M-V/def2-TZVPD.

CARTESIAN COORDINATES (ANGSTROEM)
H1 -0.819 0.345 0.953
O1 -3.821 4.729 1.231
H2 2.523 1.564 0.367
H3 0.487 -6.167 2.881
C1 -1.150 3.504 -1.755
H4 -3.195 6.025 -0.888
H5 -4.712 4.353 3.023
C2 -2.242 3.040 0.365
H6 -1.169 -0.657 -2.787
C3 -2.901 4.261 0.281
C4 -2.659 5.095 -0.835
C5 5.009 -1.718 0.695
H7 -0.789 -6.016 1.118
H8 2.034 3.136 2.269
C6 -0.032 1.581 -2.150
C7 0.168 3.363 -3.922
N1 3.861 0.351 1.440
C8 -0.731 -1.059 -0.662
N2 -1.141 -2.721 -2.145
H9 -3.078 3.687 2.834
H10 1.254 3.439 -3.908
C9 -0.996 -4.673 -0.500
H11 3.081 2.185 3.324
C10 -0.653 1.424 -0.906
C11 -0.691 -2.320 0.042
C12 -0.458 -2.652 1.379
H12 -1.216 -5.439 -1.219
H13 1.826 0.700 1.721
C13 -1.359 2.662 -0.649
H14 5.190 -2.033 1.724
H15 -2.466 -3.021 -3.745
H16 -0.128 2.709 -4.740
C14 -0.688 0.243 -0.110
C15 -0.764 -4.984 0.813
N3 -0.316 2.825 -2.655
C16 -1.806 4.734 -1.843
H17 -0.248 -1.890 2.105
C17 -4.025 3.871 2.327
H18 5.899 -1.179 0.365
C18 2.713 1.261 1.405
C19 -0.998 -1.366 -1.999
O2 -0.252 -4.269 3.128
H19 -1.564 -4.463 -3.266
H20 -0.754 -3.168 -4.156
H21 2.885 -1.413 0.913
H22 -0.247 4.352 -4.100
C20 -1.502 -3.385 -3.396
H23 -4.463 2.930 1.991
C21 2.906 2.478 2.287
H24 4.720 0.869 1.229
H25 0.595 0.858 -2.640
H26 3.589 -0.547 -0.437
H27 -2.432 2.367 1.179
H28 -0.076 -5.751 4.516
H29 -1.266 -6.051 3.229
C22 -0.954 -3.334 -0.896
C23 -0.280 -5.639 3.450
C24 3.772 -0.847 0.603
H30 -1.667 5.359 -2.706
C25 -0.490 -3.984 1.775
H31 3.770 3.064 1.971
H32 4.920 -2.618 0.082

The total energy is -1286.32115 Ha. As for the charge: +1. The HOMO-LUMO gap is 0.2234 Ha. The value obtained for the energy above the lowest of the compared OMol25 structures with the same formula, charge and spin is 113.05 kJ/mol. For the HOMO energy, the calculation gives -0.3905 hartree.

Mulliken atomic charge list, values in e, 6 entries: 0.5111 -0.4646 0.1013 0.3651 -0.1469 0.4684

***

Entry 4:
Computed, not measured: C25H32N4O2S in the gas phase, with ωB97M-V/def2-TZVPD.

CARTESIAN COORDINATES (ANGSTROEM)
H1 4.971 -6.526 -0.387
H2 -2.250 6.031 -1.209
O1 2.243 -0.264 1.973
C1 -4.166 3.769 -2.890
H3 3.785 -4.832 -1.975
H4 -5.771 2.651 -3.751
C2 1.521 -1.252 2.095
H5 5.246 -5.008 1.725
C3 0.190 2.677 -0.620
H6 -1.583 -0.160 1.164
C4 0.109 -1.241 1.803
C5 -6.066 5.701 -2.338
H7 -2.161 4.450 0.787
H8 -0.042 4.814 -0.394
H9 3.766 -1.535 3.290
H10 4.075 -1.639 0.862
C6 -0.454 2.312 0.722
H11 -6.804 6.459 -2.121
O2 -1.885 -2.528 1.723
C7 3.942 -3.774 0.662
H12 3.740 -3.321 3.392
H13 -2.467 2.087 1.491
H14 1.921 -3.491 0.025
N1 0.089 1.063 1.205
H15 1.276 2.728 -0.519
H16 -1.765 5.341 -2.773
C8 4.290 -2.535 1.446
C9 4.148 -6.234 0.274
H17 2.724 -6.982 -1.167
H18 -4.461 6.814 -1.465
C10 -6.438 4.532 -2.978
C11 -2.343 5.145 -1.863
H19 -3.416 3.020 -3.095
C12 -5.484 3.565 -3.252
C13 1.339 -3.581 2.738
C14 -4.746 5.901 -1.969
H20 -0.183 3.083 1.458
H21 -0.513 -4.382 2.584
C15 -2.413 3.676 0.038
H22 2.009 -6.070 0.167
N2 0.012 -3.528 2.430
N3 2.072 -2.448 2.537
H23 4.050 -7.015 1.032
C16 -0.522 -0.086 1.365
H24 -3.496 3.680 -0.103
C17 2.888 -4.832 -1.353
H25 3.122 -2.713 -0.998
C18 -1.968 2.307 0.547
C19 -0.698 -2.433 1.960
H26 5.351 -2.535 1.699
C20 -0.348 4.021 -1.103
C21 3.509 -2.459 2.766
H27 -0.057 1.908 -1.354
C22 2.912 -3.621 -0.425
C23 2.854 -6.110 -0.524
H28 -2.254 1.558 -0.193
H29 1.096 1.027 1.408
S1 1.951 -4.985 3.338
C24 4.496 -4.944 0.948
H30 0.083 4.256 -2.079
H31 -7.467 4.375 -3.263
N4 -1.789 3.955 -1.241
H32 2.019 -4.778 -2.011
C25 -3.785 4.939 -2.243

The total energy is -1739.60634 Ha. Its SMILES is O=C1NC(=S)N(CCC2=CCCCC2)C(=O)/C1=C\NC1CCN(Cc2ccccc2)CC1. As for the charge: 0. The HOMO-LUMO gap is 0.2997 Ha. The value obtained for the energy above the lowest of the compared OMol25 structures with the same formula, charge and spin is 0.00 kJ/mol. For the HOMO energy, the calculation gives -0.2971 hartree.

Mulliken atomic charge list, values in e, 6 entries: 0.3315 0.3457 -0.8601 -0.1520 0.3487 0.3854

***

Entry 5:
Computed, not measured: a molecular structure, C25H33BrCl2N2O2SSi2Ti in a non-equilibrium geometry, with ωB97M-V/def2-TZVPD.

CARTESIAN COORDINATES (ANGSTROEM)
H1 -0.044 5.593 -0.284
H2 3.815 -4.406 0.584
C1 1.863 -0.642 2.994
H3 4.776 0.807 2.779
H4 -5.128 3.610 -2.242
C2 0.334 4.911 0.468
H5 4.793 1.437 1.136
S1 -1.388 -2.018 -1.828
H6 -2.345 -1.923 1.045
C3 2.033 -1.577 0.165
C4 2.596 2.127 -2.214
H7 0.795 -0.819 2.824
H8 1.742 -1.744 -2.642
C5 -1.862 1.033 -0.326
C6 2.961 -3.753 0.467
C7 4.565 -0.184 -1.801
Cl1 0.147 3.260 -0.203
H9 4.145 -1.984 0.174
C8 0.604 -3.428 0.417
H10 2.296 3.088 1.750
N1 -3.560 -3.454 -1.642
H11 5.166 0.149 -0.954
Cl2 -0.578 5.111 1.951
H12 4.671 -1.265 -1.894
H13 -3.134 1.754 1.903
H14 -0.422 -3.766 0.447
H15 -5.119 3.233 2.032
H16 2.361 -1.613 2.991
H17 2.295 2.364 3.353
H18 3.221 2.270 -3.100
H19 0.617 -0.375 -2.773
C9 -4.685 2.972 1.077
N2 0.805 -2.107 0.251
H20 1.955 -0.232 4.002
C10 -4.634 -4.090 -1.124
C11 -3.032 1.845 -0.249
C12 -3.579 2.377 -1.425
Si1 2.793 0.363 -1.676
C13 1.923 2.244 2.330
H21 1.388 5.068 0.663
C14 1.667 -4.280 0.548
H22 1.567 2.355 -2.496
H23 4.881 -0.304 1.422
Si2 2.561 0.594 1.771
C15 -4.923 -3.969 0.203
C16 1.682 -0.666 -2.810
H24 -3.129 2.147 -2.381
H25 1.947 -0.490 -3.857
C17 -2.987 -2.538 0.432
H26 0.836 2.297 2.366
Br1 -6.740 4.579 0.000
H27 -4.280 -3.057 2.041
C18 -5.235 3.481 -0.100
C19 -4.687 3.190 -1.350
C20 4.421 0.623 1.762
H28 -3.363 -3.566 -2.630
O1 -1.362 0.415 0.743
C21 3.154 -2.405 0.250
H29 1.501 -5.337 0.698
C22 -2.700 -2.678 -0.932
C23 1.988 -0.066 0.017
C24 -4.077 -3.173 0.984
H30 -5.778 -4.476 0.623
C25 -3.584 2.149 1.002
H31 -5.218 -4.676 -1.819
Ti1 -0.007 -0.328 -0.344
H32 2.911 2.857 -1.468
H33 4.994 0.264 -2.700
O2 -1.186 0.825 -1.400

The total energy is -6553.11193 Ha. As for the charge: +2. The HOMO-LUMO gap is 0.2596 Ha. The value obtained for the energy above the lowest of the compared OMol25 structures with the same formula, charge and spin is 62.55 kJ/mol. For the HOMO energy, the calculation gives -0.5148 hartree.

Mulliken atomic charge list, values in e, 6 entries: 0.4123 0.5313 -1.0266 0.4522 0.4727 -0.5985

***

Entry 6:
Computed, not measured: a molecular structure, C25H33Cl2N9O6P2Ti, with ωB97M-V/def2-TZVPD.

CARTESIAN COORDINATES (ANGSTROEM)
N1 3.234 2.117 -0.827
H1 0.303 -3.567 -2.834
H2 -1.068 -2.289 -5.179
H3 4.005 -0.569 -4.168
Ti1 -0.062 -0.116 0.261
H4 -2.265 -0.280 3.971
P1 -1.349 -0.372 -2.831
H5 -0.603 -2.799 -1.538
H6 3.602 3.575 -2.348
C1 4.128 2.835 -1.726
H7 -0.061 -0.821 -5.186
C2 1.429 0.604 3.103
H8 -2.847 -1.942 -1.058
H9 -3.325 0.325 -4.535
C3 1.727 -3.438 4.079
N2 0.951 -0.314 2.301
H10 -4.537 0.461 -3.254
C4 0.601 -2.537 1.647
C5 -2.674 0.526 3.377
H11 -4.560 3.371 3.614
H12 -4.497 -0.988 -4.275
C6 -1.966 4.705 0.981
C7 1.200 -4.320 3.182
Cl1 -0.014 -5.031 0.864
C8 2.565 3.039 0.079
C9 -0.198 -1.795 -4.723
H13 -3.438 0.917 0.391
H14 4.939 -1.263 -1.828
H15 3.397 -1.879 -1.197
H16 3.308 3.521 0.719
H17 -3.810 1.463 4.975
H18 -1.459 -3.428 -2.972
H19 4.877 3.367 -1.135
Cl2 2.439 -4.027 5.551
C10 -0.550 -2.922 -2.617
C11 3.067 -0.564 -3.605
H20 2.349 0.068 -4.127
N3 -1.982 5.772 0.563
O1 -1.754 -0.511 1.576
O2 1.625 0.249 -0.301
N4 -0.487 3.273 3.698
N5 -0.353 -1.639 -3.281
P2 2.161 1.041 -1.668
C12 1.101 -1.625 2.623
H21 1.859 2.505 0.711
C13 0.628 -3.873 1.974
H22 4.186 -0.486 -0.426
C14 -1.144 3.308 2.759
H23 -4.228 -2.338 -2.091
N6 3.285 -0.055 -2.260
C15 3.985 -0.971 -1.380
O3 -1.132 0.802 -3.683
H24 2.668 -1.311 5.608
H25 -4.215 -0.823 -1.180
C16 -2.005 3.362 1.567
C17 -3.441 2.741 1.801
C18 -3.518 1.572 3.941
H26 4.643 2.134 -2.379
C19 -3.582 -1.526 -1.743
O4 0.115 -2.039 0.535
C20 -3.915 2.606 3.205
C21 1.692 -2.044 3.826
H27 -4.156 3.250 1.162
O5 -0.509 1.738 0.630
C22 2.071 0.279 4.313
C23 -2.879 1.472 1.141
H28 2.012 3.829 -0.452
C24 2.192 -1.033 4.677
H29 2.448 1.073 4.940
N7 -2.944 -0.871 -2.866
O6 -1.069 -0.250 -1.284
C25 -3.874 -0.235 -3.784
H30 1.294 1.635 2.802
N8 -2.414 0.470 2.120
H31 1.222 -5.381 3.389
H32 0.681 -2.412 -4.922
N9 -1.776 2.265 0.596
H33 2.669 -1.585 -3.587

The total energy is -4369.40838 Ha. As for the charge: 0. The HOMO-LUMO gap is 0.2176 Ha. The value obtained for the energy above the lowest of the compared OMol25 structures with the same formula, charge and spin is 284.54 kJ/mol. For the HOMO energy, the calculation gives -0.2748 hartree.

Mulliken atomic charge list, values in e, 6 entries: 0.0466 0.4015 0.3645 0.3095 -0.3819 0.5371

***

Entry 7:
Computed, not measured: C25H33ClN4OS in the gas phase, with ωB97M-V/def2-TZVPD.

CARTESIAN COORDINATES (ANGSTROEM)
N1 -1.498 0.411 -0.136
C1 -0.977 -0.382 0.974
S1 -3.517 1.159 -1.690
H1 0.052 -0.013 -1.450
H2 4.331 -1.594 -1.545
C2 -2.808 0.678 -0.271
H3 2.661 -4.332 -3.036
C3 -4.299 0.467 3.120
H4 4.645 -3.406 0.193
C4 1.403 -1.215 0.890
H5 -4.605 0.332 0.543
H6 4.985 -4.551 -1.098
H7 1.075 -6.203 -2.572
C5 -0.562 0.839 -1.151
H8 0.159 -3.944 -2.804
N2 -3.638 0.462 0.813
H9 -1.814 -0.933 1.410
C6 3.706 1.897 -2.281
H10 -4.793 0.541 5.192
C7 2.372 -2.066 0.398
H11 1.690 -0.435 1.582
H12 3.435 -5.632 -2.108
H13 2.146 0.416 -2.196
C8 4.894 -2.500 -1.757
C9 -4.130 0.899 4.419
H14 0.709 1.984 -3.451
H15 2.751 0.934 -0.599
C10 2.673 -4.849 -2.064
H16 -2.976 2.117 5.763
C11 2.362 3.365 -3.466
C12 4.428 -3.643 -0.852
H17 -0.561 0.268 1.753
H18 1.319 -5.966 -0.834
H19 -5.091 -0.224 2.872
N3 1.464 2.308 -1.489
H20 2.155 3.687 -4.488
C13 1.105 2.789 -2.811
C14 -3.447 0.921 2.112
H21 4.486 1.149 -2.434
H22 3.387 -1.915 0.725
N4 3.022 -3.945 -0.990
C15 -2.447 1.840 2.427
C16 1.305 -5.465 -1.803
H23 -0.704 -4.731 -1.485
H24 -1.138 1.180 -2.012
C17 0.077 -1.348 0.509
H25 2.716 4.222 -2.874
H26 -0.251 2.883 -0.510
C18 0.348 1.976 -0.637
C19 0.272 -4.350 -1.793
H27 4.096 2.710 -1.650
H28 -1.824 2.257 1.652
H29 0.349 3.570 -2.713
C20 -0.249 -2.388 -0.354
H30 -1.279 -2.518 -0.655
Cl1 -1.032 3.378 4.111
H31 5.950 -2.302 -1.596
C21 2.059 -3.092 -0.503
C22 0.704 -3.251 -0.859
C23 -2.289 2.249 3.739
C24 -3.115 1.784 4.748
H32 4.747 -2.760 -2.803
O1 3.382 2.397 -3.556
C25 2.483 1.281 -1.599
H33 0.761 1.696 0.335

The total energy is -2125.09071 Ha. Its SMILES is CCN1CCCc2cc(CN(CCN3CCOCC3)C(=S)Nc3cccc(Cl)c3)ccc21. As for the charge: 0. The HOMO-LUMO gap is 0.3056 Ha. The value obtained for the energy above the lowest of the compared OMol25 structures with the same formula, charge and spin is 5.81 kJ/mol. For the HOMO energy, the calculation gives -0.2816 hartree.

Mulliken atomic charge list, values in e, 6 entries: 0.5270 -1.1349 -0.4269 0.0407 -0.0587 0.2929